Below is 11 unconnected molecules or ions with the total composition C35H70Br8O13 at a distorted geometry, with properties calculated with the ωB97M-V functional and the def2-TZVPD basis.

Last column: Mulliken charge in e.
CARTESIAN COORDINATES (ANGSTROEM)
1 Br 0.8639 4.2551 25.1629  -0.142
2 H 2.4543 3.4154 23.2983  0.351
3 H 1.2796 8.2050 12.5720  0.392
4 O 8.7118 9.1107 13.3679  -0.354
5 O 10.7504 4.7681 7.2890  -0.335
6 Br 5.1691 5.4948 17.4629  -0.172
7 C 2.4235 4.3395 23.8754  -0.550
8 H 8.6542 1.8387 19.0359  0.282
9 H -0.8846 6.1342 12.8809  0.277
10 H 12.4101 5.9723 6.9720  0.324
11 C 5.8924 4.6002 15.8144  -0.472
12 H 10.2901 9.9617 15.2827  0.295
13 H 2.6851 12.5441 16.1724  0.374
14 C 0.7220 -0.3966 12.6152  0.647
15 C 12.2291 1.3070 14.1074  0.732
16 C -0.0781 1.7003 17.8607  -0.278
17 H 15.2112 0.3621 14.6204  0.329
18 H -1.4672 6.7670 8.2560  0.297
19 C 13.0201 4.3409 8.1859  -1.120
20 C 2.4348 12.0870 18.3213  -0.616
21 Br 5.8161 4.3564 12.9144  -0.141
22 H 12.4841 4.2861 6.2038  0.258
23 H 1.2425 6.6071 12.1203  0.279
24 O 10.8022 2.4743 7.4848  -0.539
25 C 14.1773 0.0262 14.6999  -0.319
26 H 0.1504 -1.8328 14.0305  0.240
27 C -1.2210 7.5374 8.9868  -0.946
28 C 9.5310 2.4199 20.9198  0.831
29 C 0.8672 2.9779 17.7443  -1.042
30 H -0.6971 1.8033 18.7519  0.309
31 C 6.1575 -0.9441 13.5766  -0.580
32 C 8.2074 2.8621 21.5083  -0.996
33 Br 2.2500 7.1949 23.6258  -0.160
34 H 14.4286 -1.6657 13.3387  0.284
35 C 9.3831 7.6868 11.6485  -0.893
36 Br 3.0444 10.0781 16.5172  -0.147
37 C 2.1724 5.3852 22.7919  -0.668
38 H 8.3941 3.7773 22.0701  0.317
39 C 10.2219 3.5300 7.5217  0.741
40 O 0.0435 7.8676 10.9858  -0.370
41 H -1.2393 7.7775 13.2369  0.294
42 H 5.9881 -2.0092 13.4184  0.400
43 O 1.2898 0.9305 20.3193  -0.557
44 C 8.7204 3.5214 7.6849  -0.968
45 C 1.9799 -1.1068 19.3699  -0.944
46 H 2.9497 5.4267 22.0289  0.356
47 Br 6.3731 -0.5313 15.4842  -0.163
48 H 3.4996 12.2039 18.5226  0.358
49 C 2.2335 11.8221 16.8527  -0.538
50 H 9.0072 10.4364 16.4174  0.333
51 H 1.9543 -1.7422 13.4905  0.227
52 C -0.3345 6.9752 10.0498  0.751
53 C 14.0826 -1.4738 14.3544  -1.008
54 H 14.8281 -1.8898 15.0321  0.341
55 H 7.4619 2.8794 20.7133  0.291
56 H -0.7899 8.4069 8.4906  0.315
57 C 7.5006 -0.5832 12.9161  -0.681
58 Br 7.4676 -1.0507 11.0399  -0.163
59 O 0.6722 0.4794 18.0865  -0.313
60 H 8.9009 8.4630 11.0543  0.313
61 H 1.6113 2.8355 16.9606  0.272
62 H 11.1783 2.0265 12.3366  0.248
63 O -0.1345 -0.5026 11.5318  -0.275
64 H 13.9164 0.1929 15.7450  0.334
65 H -2.0714 7.8861 9.5728  0.250
66 C -0.4213 7.0572 13.2297  -1.160
67 O 13.4392 0.7933 13.7726  -0.317
68 H 4.5158 5.7736 14.5240  0.354
69 H 10.3755 1.4608 19.2736  0.289
70 C 12.1517 4.9150 7.0298  -0.172
71 H 1.1733 5.2575 22.3752  0.397
72 H -0.7902 1.6371 17.0378  0.359
73 O 1.2260 0.6473 13.0425  -0.594
74 H 9.0041 6.7109 11.3451  0.238
75 H 8.4012 4.3256 8.3480  0.261
76 H 5.3525 -0.3362 13.1637  0.380
77 C 11.7172 2.3979 13.2083  -0.969
78 H 0.2977 3.8997 17.6260  0.386
79 H 3.0668 -1.0732 19.2954  0.252
80 H 4.0125 4.0924 14.6966  0.309
81 H 9.1020 0.4968 20.0676  0.279
82 C 9.3203 10.4508 15.3734  -1.025
83 H 1.6590 -1.5916 20.2920  0.285
84 H 7.8951 2.0865 22.2076  0.278
85 H 12.4665 3.1324 12.9133  0.309
86 H 1.6578 -1.6965 18.5116  0.290
87 H 7.7696 0.4555 13.1080  0.410
88 H 8.1869 3.6778 6.7474  0.273
89 Br 1.6600 13.8704 18.7775  -0.179
90 H -0.6467 1.4805 11.1109  0.275
91 H -1.5975 1.2088 8.9038  0.350
92 H -2.2986 -0.0960 9.9014  0.313
93 H 6.1634 3.5840 16.1010  0.366
94 C 4.8784 4.7511 14.6297  -0.560
95 H 8.2001 8.6170 15.2478  0.269
96 H 1.9561 11.3746 18.9932  0.392
97 O 10.6379 2.6755 21.4113  -0.583
98 C 0.8934 -1.7018 13.2438  -0.805
99 H 14.0801 4.5474 8.0383  0.390
100 C 9.3986 1.4982 19.7557  -0.986
101 H 1.4588 3.0944 18.6524  0.292
102 C 8.2802 9.5322 14.6612  -0.180
103 O -0.1270 5.7670 10.1041  -0.561
104 H 12.7581 4.8602 9.1078  0.258
105 H 7.2991 9.9819 14.5087  0.291
106 H -1.0134 -0.4379 8.7650  0.301
107 H 8.3986 2.5846 8.1399  0.312
108 H -0.0925 6.8896 14.2553  0.377
109 H 12.8995 3.2706 8.3534  0.319
110 C 0.5691 7.4588 12.2164  -0.195
111 H 0.6427 0.8180 10.1610  0.283
112 H 6.7838 5.0840 15.4151  0.311
113 H 9.4047 11.4430 14.9301  0.306
114 C 9.2935 7.9843 13.1238  0.742
115 C 1.2977 0.2928 19.2703  0.690
116 O 11.5240 0.9418 15.0186  -0.572
117 H 10.9418 2.8761 13.8067  0.316
118 H 3.3855 4.6390 24.2912  0.415
119 H 10.4186 7.6335 11.3124  0.256
120 H 13.1105 -1.8867 14.6238  0.290
121 C -0.3276 0.5753 10.5942  -0.157
122 C -1.3799 0.3052 9.4733  -1.142
123 H 0.7583 -2.4615 12.4739  0.335
124 H 1.1790 11.7423 16.5888  0.357
125 O 9.7330 7.1811 13.9035  -0.587
126 H 8.2729 -1.1720 13.4111  0.400

Results
- energy relative to the best compared isomer or geometry (same formula, charge and spin) (kJ/mol) = 332.3
- orbital gap (eV) = 9.59
- total energy (eV) = -624386.7967
- SMILES = CCOC(C)=O.CCOC(C)=O.CCOC(C)=O.CCOC(C)=O.CCOC(C)=O.CCOC(C)=O.CC(C)=O.BrCCBr.BrCCBr.BrCCBr.BrCCBr
- E_HOMO (eV) = -9.5